This record from the Open Molecules 2025 dataset describes a 12-piece molecular cluster, C62H142F15N7O24 overall in a non-equilibrium geometry. The level of theory is the ωB97M-V functional and the def2-TZVPD basis.

Each line ends with the Löwdin charge.
Atoms and positions in Å:
C (1.5656, -0.4163, -0.8795)  -0.49
O (1.6455, 0.6993, -0.0500)  -0.14
O (2.9138, -0.9135, -1.1518)  -0.34
C (0.5045, -1.3423, -0.2210)  -0.53
F (0.9388, -1.9892, 0.9286)  0.06
F (-0.6476, -0.6718, 0.0825)  0.09
F (0.0616, -2.2455, -1.0908)  0.13
C (1.8677, 1.9728, -0.7644)  -0.19
C (1.6201, 3.0212, 0.3740)  -0.09
H (2.0899, 3.9741, 0.1302)  0.06
H (0.5835, 3.3430, 0.4735)  0.05
H (1.8086, 2.5802, 1.3528)  0.06
H (1.3303, 2.1753, -1.6909)  0.12
H (2.9393, 2.0455, -0.9502)  0.10
H (1.0026, -0.1920, -1.7855)  0.13
C (4.7525, 10.1855, -4.4166)  -0.49
O (5.9996, 10.1694, -3.7802)  -0.11
O (4.8922, 10.9474, -5.6101)  -0.28
C (4.2087, 8.6888, -4.5185)  -0.52
F (2.8660, 8.6459, -4.7887)  0.06
F (4.6968, 7.7821, -5.3797)  0.11
F (4.1704, 7.9823, -3.3813)  0.08
C (6.3508, 11.2937, -2.9104)  -0.25
C (7.5973, 10.9345, -2.1366)  -0.12
H (7.3847, 10.2057, -1.3545)  0.06
H (8.3512, 10.5091, -2.7991)  0.07
H (8.1138, 11.7389, -1.6130)  0.06
H (5.6287, 11.6755, -2.1886)  0.11
H (6.6781, 12.1430, -3.5101)  0.11
H (4.0321, 10.6467, -3.7410)  0.12
C (-0.4906, 12.1412, 4.8856)  -0.47
O (0.2119, 12.2391, 3.5959)  -0.11
O (0.4101, 12.3372, 5.9128)  -0.27
C (-1.7692, 13.1250, 4.9614)  -0.66
F (-2.2642, 13.0450, 6.1711)  0.15
F (-1.4871, 14.4040, 4.8264)  0.15
F (-2.6304, 12.8334, 4.0151)  0.13
C (-0.5753, 11.8067, 2.4826)  -0.32
C (0.4625, 11.1372, 1.6143)  -0.10
H (0.5908, 10.1143, 1.9682)  0.06
H (0.0642, 11.0406, 0.6043)  0.07
H (1.4773, 11.5333, 1.5752)  0.08
H (-1.0534, 12.6406, 1.9687)  0.11
H (-1.3819, 11.0819, 2.5931)  0.10
H (-0.9084, 11.1348, 4.8605)  0.11
C (-0.1403, -8.7436, -5.6302)  -0.46
O (0.5233, -7.8623, -6.5279)  -0.14
O (-0.7376, -9.7339, -6.4708)  -0.31
C (0.9064, -9.0751, -4.3468)  -0.51
F (1.9808, -9.6847, -4.7692)  0.14
F (1.2898, -7.8654, -3.8215)  0.06
F (0.4429, -9.7851, -3.2438)  0.04
C (0.0277, -6.4967, -6.6257)  -0.25
C (0.5400, -5.8541, -7.9628)  -0.06
H (0.2651, -6.6390, -8.6675)  0.08
H (-0.0755, -4.9551, -7.9953)  0.07
H (1.6121, -5.6580, -7.9495)  0.06
H (0.4777, -5.9703, -5.7840)  0.09
H (-1.0542, -6.3949, -6.5409)  0.11
H (-0.9269, -8.1838, -5.1243)  0.10
C (-7.6922, -1.6341, -7.2726)  -0.52
O (-6.4058, -1.2316, -6.7732)  -0.13
O (-8.5537, -0.8355, -6.5497)  -0.29
C (-7.7801, -1.6387, -8.8343)  -0.62
F (-7.5621, -0.5509, -9.4516)  0.20
F (-6.8010, -2.4917, -9.2907)  0.07
F (-8.9083, -2.1133, -9.3567)  0.14
C (-5.4531, -2.3239, -6.8537)  -0.23
C (-4.2611, -1.6896, -6.0246)  -0.09
H (-3.9052, -0.6997, -6.3099)  0.05
H (-4.3771, -1.6319, -4.9423)  0.05
H (-3.3768, -2.2319, -6.3594)  0.05
H (-5.1131, -2.5795, -7.8573)  0.10
H (-5.8097, -3.2165, -6.3396)  0.11
H (-7.8399, -2.6894, -7.0435)  0.12
C (-2.8439, -9.8070, -0.8390)  -0.06
O (-2.8103, -11.1919, -1.1691)  -0.22
C (-3.6998, -12.1441, -0.5145)  -0.15
C (-3.2146, -13.5340, -1.0492)  -0.07
N (-2.8997, -13.5132, -2.5283)  0.07
H (-3.7969, -13.2951, -2.9375)  0.18
H (-2.3150, -12.7348, -2.7975)  0.17
C (-2.4082, -14.7691, -3.1601)  -0.07
C (-0.9092, -14.9737, -2.9037)  -0.16
O (-0.5935, -15.3069, -1.5163)  -0.20
C (0.7427, -15.7005, -1.2363)  -0.09
H (-3.7788, -9.3714, -1.1917)  0.10
H (-1.9495, -9.3004, -1.2016)  0.10
H (-2.6849, -9.7690, 0.2387)  0.08
H (-4.7559, -11.9467, -0.6986)  0.12
H (-3.7252, -12.1200, 0.5749)  0.12
H (-4.0483, -14.2327, -0.9790)  0.13
H (-2.4299, -13.9734, -0.4333)  0.13
H (-2.7167, -14.6936, -4.2028)  0.15
H (-2.8774, -15.6537, -2.7294)  0.14
H (-0.2772, -14.1623, -3.2647)  0.14
H (-0.5910, -15.7731, -3.5729)  0.13
H (0.9911, -16.6158, -1.7736)  0.09
H (0.8771, -15.9277, -0.1788)  0.09
H (1.4991, -15.0047, -1.5993)  0.09
C (-0.4913, -10.4634, 4.5574)  -0.08
O (-1.1657, -9.4059, 5.2143)  -0.19
C (-0.5426, -8.1959, 4.9934)  -0.22
C (-1.0593, -6.9122, 5.7663)  -0.04
N (-1.3315, -7.1483, 7.2715)  0.10
H (-2.2264, -7.6114, 7.3404)  0.18
H (-0.5504, -7.7073, 7.5836)  0.16
C (-1.2218, -5.8822, 8.1827)  -0.09
C (-2.3210, -4.9485, 7.9852)  -0.14
O (-2.2242, -4.5691, 6.4974)  -0.23
C (-3.5267, -4.1765, 5.9140)  -0.06
H (-0.5946, -10.5835, 3.4789)  0.10
H (-0.8901, -11.3273, 5.0891)  0.10
H (0.5811, -10.4212, 4.7476)  0.09
H (-0.7522, -8.0503, 3.9337)  0.14
H (0.5386, -8.3139, 5.0656)  0.12
H (-2.0703, -6.6378, 5.4654)  0.12
H (-0.4599, -6.0226, 5.5723)  0.14
H (-0.1667, -5.6116, 8.1431)  0.15
H (-1.3782, -6.2763, 9.1869)  0.14
H (-2.1825, -4.1270, 8.6881)  0.14
H (-3.2940, -5.3874, 8.2058)  0.13
H (-3.5840, -3.5302, 5.0381)  0.09
H (-4.0069, -3.5146, 6.6348)  0.08
H (-4.1912, -5.0299, 5.7790)  0.08
C (-6.4981, 0.1175, -1.1223)  -0.09
O (-6.5229, 1.4682, -1.5499)  -0.21
C (-7.7942, 2.2030, -1.4423)  -0.16
C (-7.7476, 3.5215, -2.1959)  -0.06
N (-7.2145, 3.2992, -3.6210)  0.09
H (-7.5870, 2.4041, -3.9039)  0.17
H (-7.6173, 4.0433, -4.1726)  0.16
C (-5.7274, 3.4547, -4.1066)  -0.01
C (-4.9693, 4.7862, -3.6299)  -0.21
O (-4.8435, 4.7461, -2.2488)  -0.22
C (-3.8730, 5.7025, -1.7364)  -0.05
H (-6.7945, 0.0862, -0.0738)  0.08
H (-5.5572, -0.4091, -1.2818)  0.10
H (-7.3118, -0.4072, -1.6230)  0.09
H (-8.0444, 2.2245, -0.3816)  0.13
H (-8.5725, 1.6019, -1.9124)  0.13
H (-6.9663, 4.1413, -1.7560)  0.11
H (-8.7275, 3.9691, -2.3619)  0.14
H (-5.9040, 3.3572, -5.1778)  0.14
H (-5.0538, 2.6300, -3.8734)  0.13
H (-5.5418, 5.6858, -3.8561)  0.12
H (-4.0544, 4.8915, -4.2130)  0.14
H (-4.3688, 6.6562, -1.9170)  0.08
H (-2.9259, 5.8252, -2.2619)  0.10
H (-3.7766, 5.6036, -0.6552)  0.09
C (5.1168, -0.5401, 5.5016)  -0.10
O (6.1394, -0.7579, 4.5475)  -0.20
C (5.8711, -0.1664, 3.2461)  -0.15
C (7.0256, -0.5194, 2.2429)  -0.05
N (6.8651, -1.9866, 1.8717)  0.08
H (5.9530, -2.0847, 1.4492)  0.16
H (7.4615, -2.0910, 1.0633)  0.16
C (7.3354, -2.9834, 2.9952)  -0.06
C (7.5865, -4.3831, 2.4128)  -0.21
O (6.4861, -4.8580, 1.6719)  -0.17
C (5.1541, -4.8555, 2.3162)  -0.05
H (4.0961, -0.5124, 5.1200)  0.09
H (5.2421, 0.4739, 5.8813)  0.09
H (5.1534, -1.1424, 6.4093)  0.09
H (5.9006, 0.9202, 3.3266)  0.13
H (4.9045, -0.4174, 2.8091)  0.13
H (8.0305, -0.3531, 2.6309)  0.14
H (6.9193, -0.1653, 1.2175)  0.14
H (6.5538, -3.0178, 3.7541)  0.11
H (8.2397, -2.6040, 3.4711)  0.14
H (7.9064, -5.1129, 3.1565)  0.13
H (8.4594, -4.3453, 1.7611)  0.13
H (5.1222, -5.1189, 3.3734)  0.09
H (4.4573, -5.5451, 1.8397)  0.09
H (4.6444, -3.8921, 2.3048)  0.08
C (7.3331, -6.4515, -7.2506)  -0.08
O (5.9907, -6.0011, -6.9911)  -0.20
C (5.7531, -5.7982, -5.5728)  -0.13
C (6.6119, -4.6984, -4.7801)  -0.09
N (6.6567, -3.2661, -5.2159)  0.06
H (5.9411, -2.7490, -4.7254)  0.18
H (7.4824, -2.9211, -4.7476)  0.16
C (6.8584, -3.0326, -6.7216)  -0.03
C (6.7604, -1.5041, -7.0833)  -0.16
O (5.4013, -1.0496, -7.0174)  -0.19
C (5.2291, 0.1463, -6.2694)  -0.09
H (7.5413, -6.2553, -8.3024)  0.10
H (7.3728, -7.5092, -6.9906)  0.10
H (8.0822, -5.9330, -6.6523)  0.07
H (5.8661, -6.7681, -5.0883)  0.13
H (4.7099, -5.5106, -5.4424)  0.13
H (7.6610, -4.9052, -4.5690)  0.12
H (6.1067, -4.6234, -3.8171)  0.13
H (6.0870, -3.6083, -7.2331)  0.13
H (7.8316, -3.4829, -6.9170)  0.13
H (7.1363, -1.2199, -8.0662)  0.14
H (7.2790, -0.8424, -6.3896)  0.11
H (5.9761, 0.8912, -6.5435)  0.09
H (5.4308, 0.0575, -5.2019)  0.08
H (4.1806, 0.4421, -6.3054)  0.11
C (1.7250, 5.4312, 6.7377)  -0.06
O (2.8660, 6.3071, 6.4308)  -0.21
C (3.1611, 7.2173, 7.5673)  -0.17
C (4.5450, 7.6805, 7.3668)  -0.11
N (4.7275, 8.7729, 6.3317)  0.07
H (3.9516, 9.4075, 6.4552)  0.16
H (5.5373, 9.2740, 6.6682)  0.17
C (4.5748, 8.5387, 4.7788)  0.02
C (5.8950, 7.9139, 4.2128)  -0.21
O (6.3309, 6.8367, 4.9447)  -0.21
C (7.6379, 6.2439, 4.7507)  -0.06
H (1.5074, 4.6878, 5.9708)  0.09
H (0.9029, 6.1425, 6.8173)  0.09
H (1.8122, 4.9596, 7.7165)  0.08
H (3.1883, 6.6198, 8.4786)  0.13
H (2.4122, 7.9855, 7.7599)  0.14
H (5.3017, 6.9855, 7.0028)  0.13
H (4.8572, 8.2230, 8.2591)  0.14
H (4.2865, 9.5552, 4.5112)  0.14
H (3.7325, 7.8484, 4.7323)  0.12
H (6.6970, 8.6398, 4.0788)  0.13
H (5.6749, 7.4404, 3.2560)  0.14
H (7.7548, 5.7008, 3.8130)  0.09
H (7.9225, 5.5418, 5.5345)  0.09
H (8.4496, 6.9713, 4.7482)  0.09
C (-8.6718, 8.7778, 0.6379)  -0.07
O (-8.0706, 8.4784, 1.8733)  -0.19
C (-7.9190, 9.4752, 2.7573)  -0.25
C (-7.4767, 8.8103, 4.0506)  -0.03
N (-8.5771, 7.9693, 4.7469)  0.08
H (-8.3840, 7.6129, 5.6720)  0.16
H (-9.3340, 8.6379, 4.7579)  0.17
C (-8.9890, 6.5914, 4.2602)  -0.08
C (-7.9093, 5.4708, 4.1806)  -0.18
O (-6.8368, 5.6300, 3.2034)  -0.21
C (-5.9290, 4.4795, 3.1294)  -0.05
H (-9.7376, 8.9100, 0.8241)  0.10
H (-8.6231, 7.8851, 0.0143)  0.09
H (-8.1754, 9.5214, 0.0144)  0.10
H (-8.7818, 10.1389, 2.8141)  0.14
H (-7.0919, 10.0884, 2.3997)  0.15
H (-7.4697, 9.6202, 4.7800)  0.14
H (-6.6080, 8.1726, 3.8871)  0.14
H (-9.4774, 6.7258, 3.2951)  0.13
H (-9.6661, 6.2159, 5.0274)  0.14
H (-8.5541, 4.5929, 4.1388)  0.13
H (-7.3793, 5.3843, 5.1291)  0.12
H (-6.5673, 3.6084, 2.9816)  0.08
H (-5.5184, 4.2862, 4.1204)  0.08
H (-5.1813, 4.6665, 2.3587)  0.10

The energy relative to the best compared isomer or geometry (same formula, charge and spin) is 237.9 kJ/mol. As for the total charge: +2. The multiplicity is 1. The value obtained for the gap between HOMO and LUMO is 0.04936 hartree. As for the HOMO energy: -5.86 eV.